This record from the Open Molecules 2025 dataset describes a cluster of 8 separate species, C28H61B3F12N8O2 in total at a distorted geometry. The level of theory is ωB97M-V with the def2-TZVPD basis set.

Element x y z (Å)
C  -4.119  -3.821  3.924
C  -3.126  -2.685  4.200
N  -2.420  -2.318  2.944
C  -1.388  -1.432  2.808
C  -1.178  -1.165  1.512
N  -2.125  -1.892  0.798
C  -2.919  -2.487  1.708
C  -2.319  -1.864  -0.655
H  -4.916  -3.491  3.259
H  -4.646  -4.073  4.844
H  -3.582  -4.702  3.579
H  -2.403  -3.093  4.903
H  -3.606  -1.787  4.578
H  -0.846  -1.056  3.659
H  -0.471  -0.573  0.944
H  -3.765  -3.098  1.445
H  -3.328  -1.512  -0.865
H  -2.300  -2.905  -0.975
H  -1.533  -1.270  -1.114
C  2.074  -0.416  2.522
C  3.266  -1.022  3.249
N  3.716  -0.333  4.471
C  3.222  -0.525  5.735
C  3.877  0.381  6.520
N  4.810  1.056  5.730
C  4.605  0.644  4.475
C  5.715  2.091  6.179
H  1.250  -0.250  3.227
H  1.634  -1.092  1.791
H  2.405  0.489  2.011
H  4.059  -1.047  2.504
H  3.001  -2.029  3.567
H  2.465  -1.275  5.878
H  3.840  0.593  7.575
H  5.166  0.951  3.606
H  6.013  1.933  7.211
H  5.209  3.059  6.169
H  6.545  2.157  5.481
C  -5.135  0.785  -2.934
C  -3.870  1.146  -2.125
N  -2.932  1.969  -2.880
C  -1.886  1.448  -3.596
C  -1.118  2.506  -4.017
N  -1.854  3.623  -3.773
C  -2.933  3.305  -3.055
C  -1.487  4.987  -4.136
H  -5.018  0.116  -3.782
H  -5.692  1.692  -3.161
H  -5.729  0.254  -2.183
H  -3.341  0.241  -1.843
H  -4.191  1.775  -1.296
H  -1.621  0.409  -3.655
H  -0.131  2.578  -4.454
H  -3.722  3.959  -2.730
H  -0.699  4.912  -4.885
H  -1.018  5.517  -3.307
H  -2.283  5.602  -4.547
C  -2.850  3.860  2.208
N  -1.472  3.322  2.378
C  -0.630  4.211  3.268
C  -1.538  1.937  2.956
C  -0.871  3.147  0.970
C  -0.616  4.428  0.218
O  -1.842  5.025  -0.251
H  -2.825  4.932  2.023
H  -3.448  3.735  3.110
H  -3.304  3.411  1.330
H  -1.025  4.141  4.278
H  -0.664  5.223  2.876
H  0.396  3.852  3.226
H  -1.899  1.996  3.980
H  -0.518  1.558  2.959
H  -2.171  1.342  2.304
H  -1.519  2.489  0.396
H  0.076  2.669  1.209
H  -0.150  4.117  -0.723
H  0.037  5.185  0.651
H  -1.752  5.934  -0.546
C  1.202  -4.029  -2.315
N  1.274  -3.791  -3.783
C  0.844  -2.379  -4.010
C  2.733  -3.962  -4.151
C  0.371  -4.649  -4.657
C  0.903  -6.026  -5.005
O  1.192  -6.681  -3.774
H  0.201  -3.856  -1.914
H  1.907  -3.377  -1.795
H  1.411  -5.069  -2.075
H  -0.208  -2.248  -3.774
H  1.139  -1.919  -4.950
H  1.417  -1.808  -3.272
H  3.196  -4.871  -3.779
H  3.296  -3.149  -3.690
H  2.774  -3.869  -5.234
H  0.218  -4.076  -5.571
H  -0.579  -4.608  -4.123
H  1.709  -5.922  -5.735
H  0.158  -6.648  -5.507
H  1.693  -7.490  -3.917
B  4.172  -2.705  -0.345
F  5.350  -1.909  -0.250
F  4.500  -3.846  -1.086
F  3.741  -2.955  0.949
F  3.176  -1.978  -1.035
B  0.389  0.291  -0.995
F  0.963  1.423  -0.393
F  0.696  0.338  -2.329
F  0.840  -0.930  -0.448
F  -1.035  0.260  -0.809
B  2.329  3.803  -3.227
F  2.076  4.280  -1.924
F  3.730  3.667  -3.309
F  1.715  2.548  -3.393
F  1.863  4.660  -4.240

Values from the calculation:
- Charge: +2
- E_tot: -2965.02656 hartree
- LUMO level: -4.77 eV
- HOMO level: -13.15 eV
- F_max: 2.13 eV/A
- Kohn-Sham gap: 8.38 eV



This record from the Open Molecules 2025 dataset describes a cluster of 3 separate species, C28H61BrFNO2P in total. The level of theory is ωB97M-V with the def2-TZVPD basis set.

Element x y z (Å)
C  -5.251  3.697  -2.079
C  -4.556  2.357  -2.402
P  -4.439  1.191  -0.949
C  -4.328  -0.403  -1.848
C  -2.600  1.207  -0.361
C  -2.387  1.462  1.121
Br  -3.423  0.160  2.095
O  -2.735  2.747  1.526
C  -2.603  3.740  0.527
C  -1.455  3.474  -0.436
C  -1.297  4.595  -1.461
C  -0.450  4.291  -2.706
C  1.047  4.621  -2.560
C  1.568  5.519  -3.679
C  3.060  5.817  -3.539
C  3.997  4.681  -3.960
C  3.691  4.035  -5.316
C  4.955  3.714  -6.109
O  5.504  4.870  -6.711
C  4.959  5.166  -7.977
N  -1.703  2.139  -1.101
F  -0.465  1.528  -1.305
H  -6.116  3.845  -2.723
H  -4.589  4.548  -2.229
H  -5.601  3.729  -1.048
H  -3.643  2.540  -2.980
H  -5.167  1.785  -3.103
H  -3.610  -0.398  -2.671
H  -5.319  -0.634  -2.242
H  -4.054  -1.187  -1.141
H  -2.195  0.218  -0.571
H  -1.358  1.225  1.404
H  -2.381  4.678  1.034
H  -3.545  3.870  -0.015
H  -0.530  3.316  0.122
H  -2.288  4.957  -1.743
H  -0.823  5.410  -0.910
H  -0.871  4.864  -3.534
H  -0.542  3.243  -3.011
H  1.223  5.120  -1.602
H  1.633  3.699  -2.539
H  1.354  5.039  -4.638
H  1.004  6.456  -3.672
H  3.312  6.724  -4.092
H  3.253  6.043  -2.485
H  5.010  5.086  -3.997
H  4.012  3.916  -3.178
H  3.090  4.717  -5.926
H  3.100  3.122  -5.202
H  5.734  3.333  -5.444
H  4.757  2.948  -6.868
H  5.522  6.001  -8.388
H  5.048  4.308  -8.652
H  3.902  5.454  -7.916
H  -2.044  2.281  -2.057
C  -0.804  -0.940  4.515
C  -1.264  -2.369  4.252
C  -2.097  -2.963  5.387
C  -1.370  -3.067  6.730
C  -0.050  -3.834  6.665
C  -0.207  -5.262  6.157
H  -0.156  -0.878  5.390
H  -0.239  -0.546  3.666
H  -1.657  -0.280  4.687
H  -0.394  -3.003  4.059
H  -1.860  -2.394  3.333
H  -2.442  -3.954  5.083
H  -3.001  -2.360  5.523
H  -2.037  -3.556  7.445
H  -1.182  -2.067  7.131
H  0.408  -3.842  7.656
H  0.650  -3.300  6.015
H  -0.870  -5.845  6.799
H  0.756  -5.773  6.119
H  -0.620  -5.275  5.147
C  1.991  -8.802  2.410
C  2.394  -7.681  1.458
C  2.674  -6.354  2.162
C  1.485  -5.775  2.931
C  0.229  -5.539  2.095
C  0.429  -4.537  0.963
H  1.064  -8.571  2.938
H  1.836  -9.738  1.872
H  2.767  -8.973  3.159
H  1.614  -7.545  0.703
H  3.292  -7.979  0.910
H  3.026  -5.626  1.425
H  3.503  -6.493  2.863
H  1.789  -4.824  3.382
H  1.234  -6.433  3.766
H  -0.565  -5.177  2.755
H  -0.131  -6.487  1.685
H  0.765  -3.573  1.355
H  -0.500  -4.372  0.414
H  1.175  -4.882  0.246

Values from the calculation:
- Charge: +1
- E_tot: -4323.56596 hartree
- LUMO level: -2.93 eV
- HOMO level: -11.40 eV
- F_max: 0.28 eV/A
- Kohn-Sham gap: 8.47 eV



This record from the Open Molecules 2025 dataset describes a structure of composition C28H61Ge2N4O7P2SV. The level of theory is ωB97M-V with the def2-TZVPD basis set.

Element x y z (Å)
V  0.400  0.533  -0.965
N  0.222  2.207  0.390
C  1.529  2.817  0.709
C  2.350  2.833  -0.566
N  2.309  1.506  -1.227
C  3.429  0.604  -0.890
C  3.124  -0.122  0.409
N  1.718  -0.568  0.371
H  -0.332  2.069  1.232
H  -0.285  2.877  -0.199
H  1.413  3.830  1.102
H  2.003  2.213  1.483
H  1.918  3.547  -1.268
H  3.384  3.127  -0.367
H  2.331  1.696  -2.240
H  3.523  -0.119  -1.702
H  4.371  1.155  -0.826
H  3.808  -0.960  0.557
H  3.247  0.550  1.259
H  1.633  -1.500  -0.058
H  1.353  -0.657  1.322
N  -1.741  2.048  -5.334
C  -0.703  2.776  -4.499
C  -0.672  4.252  -4.865
P  -1.196  2.620  -2.735
O  -2.788  2.793  -2.931
O  -0.599  3.703  -1.924
O  -0.967  1.178  -2.275
P  0.846  1.802  -4.863
O  1.223  2.362  -6.323
O  1.893  2.142  -3.866
O  0.285  0.421  -5.022
H  -2.684  2.183  -4.962
H  -1.438  1.058  -5.317
H  -1.701  2.371  -6.303
H  -1.620  4.748  -4.649
H  -0.433  4.378  -5.923
H  0.102  4.739  -4.276
H  -3.160  3.462  -2.348
H  2.052  2.847  -6.333
C  -2.752  -3.118  1.056
C  -2.154  -2.251  -0.054
Ge  -1.528  -0.428  0.467
C  -3.076  0.762  0.057
C  -4.413  0.278  0.620
C  -1.725  -0.523  2.438
C  -1.049  -0.360  3.584
Ge  0.763  0.373  3.539
C  1.002  2.249  4.094
C  0.520  2.684  5.481
C  2.183  -0.805  4.228
C  2.722  -0.484  5.627
C  -1.666  -0.727  4.903
C  -1.043  -0.383  6.097
C  -1.586  -0.710  7.332
C  -2.780  -1.406  7.397
C  -3.414  -1.774  6.216
C  -2.865  -1.444  4.990
H  -2.978  -4.119  0.684
H  -3.682  -2.703  1.448
H  -2.065  -3.228  1.896
H  -2.893  -2.108  -0.849
H  -1.306  -2.775  -0.500
H  -3.138  0.846  -1.028
H  -2.858  1.767  0.438
H  -4.638  -0.740  0.296
H  -5.237  0.912  0.284
H  -4.430  0.290  1.710
H  -2.742  -0.893  2.572
H  0.508  2.864  3.337
H  2.075  2.436  3.989
H  -0.545  2.503  5.613
H  0.694  3.753  5.622
H  1.049  2.162  6.279
H  3.006  -0.741  3.511
H  1.803  -1.827  4.173
H  3.037  0.558  5.708
H  3.592  -1.102  5.855
H  1.983  -0.673  6.403
H  -0.113  0.163  6.071
H  -1.074  -0.418  8.240
H  -3.212  -1.667  8.353
H  -4.341  -2.331  6.252
H  -3.375  -1.768  4.093
C  -0.939  -4.500  -3.057
C  -0.728  -3.355  -4.042
C  -0.766  -1.955  -3.436
S  0.691  -1.478  -2.513
O  0.964  -2.542  -1.478
C  2.004  -1.630  -3.768
C  2.843  -2.887  -3.568
C  3.968  -2.730  -2.553
H  -0.876  -5.454  -3.580
H  -1.927  -4.436  -2.598
H  -0.200  -4.492  -2.259
H  -1.530  -3.368  -4.784
H  0.195  -3.498  -4.608
H  -1.580  -1.844  -2.716
H  -0.857  -1.182  -4.198
H  2.593  -0.714  -3.710
H  1.496  -1.602  -4.728
H  3.262  -3.135  -4.546
H  2.205  -3.721  -3.276
H  4.606  -1.879  -2.800
H  4.599  -3.618  -2.540
H  3.571  -2.595  -1.545

Values from the calculation:
- Charge: +1
- E_tot: -8027.97252 hartree
- Spin multiplicity: 4
- LUMO level (spin up / spin down): -2.64 / -2.61 eV
- HOMO level (spin up / spin down): -9.25 / -10.08 eV
- F_max: 0.91 eV/A
- Kohn-Sham gap (spin up / spin down): 6.61 / 7.47 eV



This record from the Open Molecules 2025 dataset describes a cluster of 9 separate species, C28H62BN2O15S8 in total at a distorted geometry. The level of theory is ωB97M-V with the def2-TZVPD basis set.

Element x y z (Å)
C  3.283  -1.543  0.990
O  3.418  -0.179  0.465
B  3.365  0.772  1.491
O  4.342  0.863  2.499
C  2.088  1.798  1.378
C  0.838  1.623  2.131
C  -0.284  2.587  1.929
C  -1.653  2.438  2.672
O  -1.640  2.083  3.823
O  -2.872  2.724  2.089
C  -3.359  1.649  1.236
C  -3.053  0.195  1.751
C  -3.809  -0.915  0.874
C  -3.562  -0.734  -0.666
O  -4.130  0.081  -1.351
O  -2.659  -1.605  -1.308
C  -0.020  3.674  0.949
O  -1.011  4.643  0.622
C  -1.341  4.330  -0.683
N  -1.636  3.959  -1.729
C  1.276  3.807  0.254
N  2.265  2.876  0.496
H  3.102  -2.224  0.109
H  4.272  -1.822  1.446
H  2.429  -1.688  1.705
H  4.895  1.654  2.335
H  0.702  0.784  2.858
H  -3.005  1.743  0.174
H  -4.487  1.756  1.215
H  -1.963  -0.095  1.720
H  -3.437  0.062  2.797
H  -3.339  -1.905  1.157
H  -4.895  -1.010  1.137
H  -1.797  -1.170  -1.448
H  1.499  4.625  -0.472
H  3.158  2.975  0.005
C  -3.879  2.027  -4.189
S  -3.038  0.839  -5.250
O  -1.602  0.811  -4.837
C  -3.149  1.822  -6.756
H  -3.892  1.632  -3.173
H  -3.346  2.979  -4.201
H  -4.904  2.166  -4.535
H  -2.663  2.787  -6.608
H  -4.197  1.966  -7.020
H  -2.645  1.282  -7.557
C  -8.011  5.242  2.996
S  -6.655  4.637  1.979
O  -6.866  3.172  1.774
C  -5.379  4.822  3.238
H  -8.932  5.179  2.416
H  -8.106  4.630  3.894
H  -7.826  6.284  3.269
H  -5.637  4.234  4.120
H  -5.277  5.876  3.504
H  -4.438  4.461  2.824
C  6.001  -5.862  -0.474
S  5.809  -4.199  0.183
O  4.462  -4.133  0.843
C  5.664  -3.383  -1.419
H  6.072  -6.558  0.359
H  5.139  -6.117  -1.085
H  6.912  -5.915  -1.067
H  4.823  -3.801  -1.975
H  6.590  -3.518  -1.978
H  5.494  -2.319  -1.250
C  2.504  -6.130  -1.556
S  1.610  -4.885  -2.503
O  2.426  -3.635  -2.480
C  0.270  -4.676  -1.314
H  3.413  -6.387  -2.098
H  2.768  -5.732  -0.574
H  1.884  -7.021  -1.447
H  0.676  -4.371  -0.348
H  -0.277  -5.614  -1.214
H  -0.403  -3.903  -1.686
C  -1.140  6.690  -6.871
S  -2.182  6.291  -8.287
O  -3.021  5.120  -7.908
C  -0.847  5.682  -9.335
H  -1.777  7.058  -6.068
H  -0.612  5.796  -6.535
H  -0.426  7.466  -7.151
H  -0.338  4.852  -8.842
H  -0.143  6.490  -9.534
H  -1.278  5.337  -10.274
C  4.284  -10.822  1.055
S  3.385  -9.581  0.107
O  4.198  -8.330  0.125
C  2.045  -9.371  1.294
H  5.194  -11.077  0.512
H  4.547  -10.422  2.036
H  3.666  -11.713  1.166
H  2.449  -9.062  2.260
H  1.500  -10.310  1.397
H  1.371  -8.600  0.920
C  8.936  -4.549  2.776
S  9.576  -4.336  1.105
O  8.704  -5.128  0.191
C  11.088  -5.284  1.362
H  7.962  -4.062  2.836
H  8.825  -5.611  3.000
H  9.618  -4.083  3.489
H  10.841  -6.299  1.675
H  11.699  -4.794  2.121
H  11.637  -5.317  0.421
C  -8.539  9.143  6.679
S  -7.153  8.537  5.699
O  -7.635  8.375  4.295
C  -7.103  6.896  6.446
H  -8.774  10.156  6.352
H  -9.409  8.502  6.530
H  -8.259  9.160  7.733
H  -8.064  6.397  6.311
H  -6.871  6.987  7.508
H  -6.322  6.317  5.953

Values from the calculation:
- Charge: +1
- E_tot: -5552.00440 hartree
- LUMO level: -5.12 eV
- HOMO level: -9.68 eV
- F_max: 3.09 eV/A
- Kohn-Sham gap: 4.56 eV